(1)
Here is a structure of composition C5H7N2 at a distorted geometry from OMol25. Energies are from ωB97M-V/def2-TZVPD.

Atoms and positions in Å:
C1 0.280 -1.392 -2.278
C2 1.287 -1.538 -1.242
C3 -0.395 -0.315 -1.853
C4 0.344 1.979 0.966
C5 0.170 1.351 -0.108
N1 1.342 -0.570 -0.409
N2 0.224 0.222 -0.720
H1 0.051 -2.047 -3.086
H2 2.065 -2.219 -1.261
H3 -1.293 0.307 -2.156
H4 0.975 2.843 1.001
H5 0.004 1.670 1.941
H6 0.616 3.682 -1.730
H7 0.091 3.432 -2.266

Forces on the atoms, in the same order (eV/Å):
C -0.9 0.8 1.5
C 0.1 1.1 -1.0
C -2.8 2.0 -1.4
C 1.0 1.8 1.3
C -1.1 -3.3 -0.8
N 0.3 -0.4 1.0
N 1.2 0.9 -0.1
H 0.0 -0.2 -0.4
H 1.3 -1.5 0.3
H 1.2 -1.4 -0.1
H 0.2 0.7 -0.2
H -0.7 -0.3 0.1
H -1.0 -0.5 -1.0
H 1.0 0.5 1.0

frontier orbital gap: 8.986 eV
molecular weight: 95.1 g mol⁻¹
net charge: +1

Results of the Löwdin charge analysis, in e, for atoms 1 through 4: atom 1 (C): 0.05, atom 2 (C): -0.06, atom 3 (C): -0.01, atom 4 (C): 0.18

(2)
Here is a structure of composition C5H7N2 at a distorted geometry from OMol25. Energies are from ωB97M-V/def2-TZVPD.

Atoms and positions in Å:
C1 2.796 -0.141 0.213
C2 1.094 0.653 -0.527
C3 1.044 -0.892 -0.098
C4 -0.208 -1.599 0.002
C5 0.028 1.462 0.220
N1 2.526 1.006 -0.085
N2 2.249 -1.294 0.284
H1 1.152 0.541 -1.607
H2 -0.769 -1.117 0.771
H3 -0.256 -2.679 0.234
H4 -0.587 -1.547 -0.977
H5 -0.276 2.369 -0.183
H6 0.116 1.539 1.257
H7 -0.902 0.786 -0.003

Forces on the atoms, in the same order (eV/Å):
C -1.3 3.6 -1.4
C -0.3 -1.6 1.8
C 0.9 0.8 0.9
C 0.6 -2.1 0.2
C -2.0 -3.4 -2.6
N 2.2 -1.0 0.5
N -0.4 -1.8 0.5
H -0.3 0.9 -0.4
H -0.9 0.6 0.2
H 0.9 0.5 0.1
H -1.5 0.5 -1.2
H 0.2 1.8 -1.0
H 0.6 -0.2 1.6
H 1.3 1.3 0.6

frontier orbital gap: 9.583 eV
molecular weight: 95.1 g mol⁻¹
net charge: +1

Results of the Löwdin charge analysis, in e, for atoms 1 through 4: atom 1 (C): 0.01, atom 2 (C): -0.16, atom 3 (C): -0.18, atom 4 (C): 0.02

(3)
Here is the ion C5H7N2 with charge +1 at a distorted geometry from OMol25. Energies are from ωB97M-V/def2-TZVPD.

Atoms and positions in Å:
C1 1.211 -1.259 -0.182
C2 -0.049 -0.624 -0.042
C3 2.409 -1.466 -0.042
C4 -1.341 -1.340 -0.315
C5 0.989 1.390 0.063
N1 -0.188 0.629 0.156
N2 -2.354 -0.778 0.278
H1 3.352 -1.811 0.038
H2 -1.401 -2.293 -0.741
H3 1.846 0.715 0.099
H4 1.000 2.017 -0.807
H5 1.052 2.285 0.845
H6 -3.247 -1.159 0.150
H7 -2.113 0.123 0.653

Forces on the atoms, in the same order (eV/Å):
C 2.5 -0.7 0.5
C -0.7 -0.2 -1.2
C -4.9 0.4 -0.7
C 0.1 2.1 3.3
C 1.3 2.5 2.6
N -0.8 -0.2 -0.5
N 2.3 -1.3 -2.0
H 2.7 -0.8 0.2
H -0.2 -1.2 -1.0
H 0.2 1.0 0.1
H -0.3 -0.1 -1.0
H -0.3 -2.3 -1.0
H -1.7 -0.2 0.1
H -0.4 0.9 0.6

frontier orbital gap: 8.315 eV
molecular weight: 95.1 g mol⁻¹
SMILES: C#C/C(C=[NH2+])=N\C
net charge: +1

Results of the Löwdin charge analysis, in e, for atoms 1 through 4: atom 1 (C): -0.04, atom 2 (C): -0.29, atom 3 (C): 0.23, atom 4 (C): 0.11

(4)
Here is the ion C5H7N2O with charge +1 at a distorted geometry from OMol25. Energies are from ωB97M-V/def2-TZVPD.

Atoms and positions in Å:
C1 -2.861 -1.051 -0.109
C2 -1.599 -0.361 -0.158
C3 -2.012 0.960 0.090
C4 -0.123 -0.693 -0.159
C5 0.758 1.652 -0.276
N1 -3.819 -0.192 0.074
N2 0.635 0.360 0.410
O1 -3.301 1.044 0.149
H1 -3.067 -2.042 -0.467
H2 0.074 -1.710 0.366
H3 0.395 -0.969 -1.182
H4 0.910 1.669 -1.379
H5 0.985 2.536 0.389
H6 0.272 0.541 1.438
H7 1.599 -0.054 0.649

Forces on the atoms, in the same order (eV/Å):
C 1.4 0.9 -0.9
C 0.6 2.0 0.7
C 0.9 -2.1 -0.8
C -0.8 -4.6 -2.8
C -0.3 0.9 0.1
N -1.6 -1.7 -0.5
N 2.5 1.2 4.5
O 0.5 1.7 0.7
H -0.2 -0.4 0.6
H -0.3 2.0 -0.2
H -1.4 1.0 1.5
H -0.2 -0.3 1.2
H -0.3 -1.3 -1.0
H 0.5 -0.1 -2.4
H -1.1 0.8 -0.7

frontier orbital gap (alpha / beta): 8.656 / 7.844 eV
molecular weight: 111.1 g mol⁻¹
net charge: +1

Results of the Löwdin charge analysis, in e, for atoms 1 through 4: atom 1 (C): -0.06, atom 2 (C): -0.17, atom 3 (C): 0.07, atom 4 (C): -0.17

(5)
Here is the ion C5H7N2O2 with charge -1 at a distorted geometry from OMol25. Energies are from ωB97M-V/def2-TZVPD.

Atoms and positions in Å:
C1 3.297 0.279 -0.024
C2 -0.788 0.133 0.197
C3 0.195 1.254 0.477
C4 -0.220 -0.647 -0.949
C5 1.758 -0.086 0.145
N1 1.341 -1.346 0.740
N2 1.147 -1.050 -0.668
O1 3.536 1.418 -0.389
O2 4.016 -0.651 0.355
H1 -0.725 -0.635 0.987
H2 -1.811 0.557 -0.022
H3 0.175 2.063 -0.317
H4 0.338 1.710 1.379
H5 -0.894 -1.499 -1.282
H6 -0.117 -0.242 -1.997
H7 2.194 -1.840 0.912

Forces on the atoms, in the same order (eV/Å):
C -1.6 -0.3 1.1
C -0.5 1.2 0.2
C 2.4 -2.6 -4.1
C -1.0 -1.5 -3.0
C -1.9 2.3 0.9
N -0.8 1.5 1.1
N 0.4 -0.8 -1.1
O 0.4 1.0 -0.7
O 0.7 -0.7 0.0
H -0.7 0.7 0.2
H 0.7 -0.8 0.4
H 0.3 -1.2 0.7
H 0.1 0.6 2.7
H 0.8 0.2 1.1
H -0.1 0.9 1.2
H 0.8 -0.6 -0.7

frontier orbital gap: 8.181 eV
molecular weight: 127.1 g mol⁻¹
net charge: -1

Results of the Löwdin charge analysis, in e, for atoms 1 through 4: atom 1 (C): -0.72, atom 2 (C): -0.28, atom 3 (C): -0.02, atom 4 (C): -0.26

(6)
Here is a cluster of 2 separate species, C5H7N2O2 in total at a distorted geometry from OMol25. Energies are from ωB97M-V/def2-TZVPD.

Atoms and positions in Å:
C1 -1.395 -2.200 -2.100
C2 -0.873 -1.560 -1.203
C3 1.822 -0.124 -0.297
C4 0.042 -0.425 1.529
C5 0.437 0.343 0.258
N1 -0.010 1.506 -0.162
N2 -1.120 2.177 0.222
O1 -2.029 1.608 0.782
O2 -1.211 3.339 -0.073
H1 -1.942 -2.326 -3.024
H2 1.775 -1.016 -1.063
H3 2.545 -0.413 0.495
H4 2.217 0.817 -0.835
H5 -1.164 -0.391 1.620
H6 0.360 -1.461 1.485
H7 0.545 0.128 2.366

Forces on the atoms, in the same order (eV/Å):
C -0.9 0.0 -1.5
C 0.8 0.6 1.2
C -0.1 0.9 -2.2
C -3.0 1.3 -0.2
C -0.2 -0.7 0.8
N 2.8 -0.8 -1.2
N -1.1 -1.2 0.9
O -0.8 -1.1 0.7
O 0.9 1.3 -0.6
H 0.2 -0.4 0.4
H -0.4 1.9 1.6
H -0.7 0.3 -0.2
H -0.3 -1.6 0.6
H 3.1 -0.1 0.0
H 0.1 0.1 -0.1
H -0.5 -0.5 -0.4

frontier orbital gap: 7.694 eV
molecular weight: 127.1 g mol⁻¹
net charge: -1

Results of the Löwdin charge analysis, in e, for atoms 1 through 4: atom 1 (C): -0.25, atom 2 (C): -0.24, atom 3 (C): -0.09, atom 4 (C): -0.11

(7)
Here is the molecule C5H7N2OPS at a distorted geometry from OMol25. Energies are from ωB97M-V/def2-TZVPD.

Atoms and positions in Å:
C1 2.031 -0.720 -0.531
C2 2.443 -0.764 0.848
C3 0.813 -0.333 -0.850
C4 1.443 -0.367 1.697
C5 -0.110 0.076 0.190
N1 0.201 0.074 1.408
N2 -1.999 0.266 -1.683
O1 -2.041 2.012 0.229
P1 -1.848 0.363 0.018
S1 -2.999 -0.800 1.097
H1 2.762 -0.959 -1.395
H2 3.403 -1.049 1.285
H3 0.484 -0.131 -1.803
H4 1.672 -0.336 2.735
H5 -2.783 0.749 -2.067
H6 -1.723 -0.432 -2.277
H7 -1.748 2.349 1.100

Forces on the atoms, in the same order (eV/Å):
C 4.7 -1.3 -0.3
C -1.6 0.2 -1.2
C -3.1 1.6 2.0
C 0.7 0.4 1.2
C 0.6 -1.1 -3.2
N 1.7 -0.4 2.9
N -0.8 2.9 2.5
O 0.3 -1.4 -0.1
P -1.8 0.6 -1.3
S 0.8 0.9 -0.6
H -1.2 0.3 1.7
H -0.3 0.0 -0.7
H -0.4 -0.1 -2.2
H 0.1 0.0 0.9
H -0.5 0.3 -0.1
H 0.9 -2.3 -0.9
H -0.3 -0.6 -0.5

frontier orbital gap: 8.928 eV
molecular weight: 174.2 g mol⁻¹
SMILES: N[P@@](O)(=S)c1ccccn1

Results of the Löwdin charge analysis, in e, for atoms 1 through 4: atom 1 (C): -0.08, atom 2 (C): -0.03, atom 3 (C): -0.07, atom 4 (C): -0.13

(8)
Here is the ion C5H7N2S with charge -1 at a distorted geometry from OMol25. Energies are from ωB97M-V/def2-TZVPD.

Atoms and positions in Å:
C1 0.743 0.243 -0.591
C2 1.179 -0.684 0.427
C3 -0.558 0.966 -0.741
C4 1.356 -2.160 0.818
C5 -1.502 1.082 0.454
N1 1.680 0.500 0.580
N2 -0.868 1.522 -1.887
S1 -2.234 2.246 -2.190
H1 1.238 0.386 -1.548
H2 2.016 -2.270 1.620
H3 0.416 -2.616 0.957
H4 1.859 -2.513 -0.024
H5 -0.906 1.012 1.349
H6 -2.101 2.001 0.510
H7 -2.318 0.283 0.265

Forces on the atoms, in the same order (eV/Å):
C -0.7 1.5 -1.3
C 1.2 1.3 0.2
C -1.5 1.3 0.1
C -0.5 3.2 -0.5
C -0.8 -1.1 -1.2
N -0.8 -2.8 0.7
N 4.1 -2.8 1.6
S -3.2 1.8 -0.7
H 0.3 -0.7 -0.2
H 0.8 -0.1 1.6
H -1.0 -0.7 0.2
H 0.6 -1.2 -1.6
H -0.2 -0.6 0.7
H 0.5 0.0 -0.5
H 1.2 0.8 0.9

frontier orbital gap: 5.290 eV
molecular weight: 127.2 g mol⁻¹
SMILES: CC1=N[C@@H]1/C(C)=N/[S-]
net charge: -1

Results of the Löwdin charge analysis, in e, for atoms 1 through 4: atom 1 (C): -0.24, atom 2 (C): -0.28, atom 3 (C): -0.50, atom 4 (C): 0.00

Question: Which value of molecular weight does entry 3 give?
Answer: 95.1 g mol⁻¹

Question: Number 6 is which compound?
Answer: C5H7N2O2

Question: Look up the molecular weight of the first one.
Answer: 95.1 g mol⁻¹